[1]
C29H27BN9O3ReS | ωB97M-V with the def2-TZVPD basis set

Last column: Löwdin spin population.
CARTESIAN COORDINATES (ANGSTROEM)
1 Re -0.018 0.434 0.257  0.8252
2 O 5.616 0.371 0.440  0.0009
3 C 5.283 -0.297 -0.675  0.0005
4 C 6.322 -0.838 -1.433  -0.0002
5 C 6.052 -1.530 -2.593  0.0006
6 C 4.739 -1.707 -3.033  -0.0001
7 C 3.707 -1.184 -2.286  0.0005
8 C 3.956 -0.480 -1.101  0.0002
9 C 2.829 0.052 -0.338  0.0027
10 O 1.624 -0.258 -0.733  0.0224
11 N 3.015 0.813 0.695  0.0092
12 N 1.793 1.112 1.278  -0.0077
13 C 1.870 1.659 2.439  0.0036
14 C 0.739 1.937 3.289  0.0001
15 C 0.886 2.137 4.661  0.0016
16 C -0.235 2.335 5.446  -0.0012
17 C -1.497 2.350 4.859  0.0016
18 C -1.660 2.183 3.491  -0.0004
19 C -0.534 1.981 2.710  0.0119
20 O -0.600 1.912 1.366  0.0422
21 H 4.808 0.755 0.832  -0.0001
22 H 7.336 -0.690 -1.086  0.0000
23 H 6.872 -1.937 -3.170  0.0000
24 H 4.536 -2.243 -3.949  0.0000
25 H 2.680 -1.304 -2.605  0.0000
26 H 2.872 1.847 2.817  -0.0003
27 H 1.873 2.119 5.107  0.0001
28 H -0.132 2.480 6.513  -0.0001
29 H -2.370 2.507 5.480  0.0001
30 H -2.635 2.222 3.024  0.0000
31 B -2.388 -1.975 1.230  0.0001
32 N -1.148 -1.716 2.145  0.0032
33 C -0.880 -2.464 3.216  0.0216
34 C 0.451 -2.306 3.570  0.0083
35 C 0.946 -1.408 2.644  0.0147
36 N -0.021 -1.043 1.783  0.0055
37 N -2.951 -0.630 0.710  0.0009
38 C -4.240 -0.309 0.597  0.0005
39 C -4.341 0.972 0.072  0.0000
40 C -3.030 1.375 -0.104  0.0001
41 N -2.194 0.392 0.263  -0.0018
42 H -2.075 -2.677 0.300  0.0001
43 H -3.232 -2.487 1.913  0.0000
44 H -1.655 -3.076 3.646  0.0012
45 H 0.976 -2.769 4.385  0.0001
46 H 1.940 -1.003 2.555  0.0002
47 H -4.997 -0.999 0.930  0.0001
48 H -5.236 1.539 -0.111  0.0000
49 H -2.632 2.330 -0.405  0.0001
50 C -1.827 3.733 -3.414  0.0007
51 N -2.086 2.306 -3.268  0.0024
52 C -3.159 1.619 -3.810  0.0009
53 C -3.052 0.341 -3.420  0.0010
54 N -1.900 0.240 -2.638  0.0031
55 C -1.326 1.477 -2.537  0.0023
56 S 0.008 2.003 -1.622  0.0182
57 C -1.313 -1.015 -2.321  0.0000
58 C -1.537 -2.064 -3.203  -0.0004
59 C -0.965 -3.293 -2.946  0.0003
60 C -0.159 -3.432 -1.831  0.0003
61 C 0.025 -2.341 -1.016  0.0019
62 N -0.554 -1.144 -1.234  -0.0001
63 H -2.490 4.123 -4.181  0.0000
64 H -0.793 3.891 -3.710  0.0001
65 H -2.008 4.244 -2.470  0.0004
66 H -3.912 2.113 -4.396  0.0001
67 H -3.709 -0.493 -3.575  0.0001
68 H -2.113 -1.902 -4.100  -0.0001
69 H -1.128 -4.120 -3.624  0.0000
70 H 0.326 -4.366 -1.587  0.0000
71 H 0.653 -2.406 -0.143  0.0004

As for the multiplicity: 2. Its net charge is +1. Its expectation value of S² is 0.75. The value obtained for the HOMO energy (alpha / beta) is -10.43 / -10.37 eV. The value obtained for the energy above the lowest of the compared OMol25 structures with the same formula, charge and spin is 0.0 kJ/mol.

***

[2]
C29H27Cl3O17 | ωB97M-V with the def2-TZVPD basis set

Last column: Löwdin charge in e.
CARTESIAN COORDINATES (ANGSTROEM)
1 C -1.478 6.354 1.232  0.0694
2 C -1.193 5.399 0.340  -0.1685
3 C 0.106 5.275 -0.393  -0.3339
4 O 0.421 4.326 -1.071  0.1176
5 C 0.902 6.464 -0.203  0.0725
6 C 0.625 7.411 0.713  -0.2140
7 C -0.666 7.547 1.464  -0.3357
8 O -1.091 8.456 2.118  0.1485
9 O 1.577 8.278 1.102  0.1137
10 O -2.001 4.312 -0.010  0.0584
11 H -2.444 6.382 1.714  0.1361
12 H 1.886 6.507 -0.647  0.1363
13 H 1.084 8.984 1.528  0.1092
14 H -1.435 3.719 -0.509  0.0454
15 C -3.792 0.334 6.168  0.0644
16 C -5.042 -0.156 5.831  -0.1688
17 C -5.321 -1.041 4.655  -0.3513
18 O -6.372 -1.580 4.384  0.1204
19 C -4.155 -1.195 3.833  0.0640
20 C -2.913 -0.797 4.222  -0.2141
21 C -2.597 0.106 5.397  -0.2961
22 O -1.500 0.655 5.621  0.0858
23 O -2.004 -1.030 3.296  0.0534
24 O -6.176 0.119 6.560  0.0923
25 H -3.733 0.900 7.085  0.1297
26 H -4.176 -1.682 2.870  0.1353
27 H -1.096 -0.841 3.541  0.0405
28 H -6.880 -0.171 5.975  0.0974
29 C 1.706 2.345 -5.962  0.0660
30 C 0.599 3.083 -6.179  -0.1739
31 C -0.449 3.421 -5.086  -0.2879
32 O -1.439 4.143 -5.093  0.1147
33 C -0.237 2.610 -3.900  0.0413
34 C 0.829 1.849 -3.705  -0.1792
35 C 1.992 1.628 -4.693  -0.2687
36 O 2.990 0.925 -4.511  0.0971
37 O 1.032 1.145 -2.520  0.0474
38 O 0.285 3.572 -7.431  0.0809
39 H 2.360 2.147 -6.799  0.1311
40 H -0.891 2.623 -3.040  0.1323
41 H 1.958 0.891 -2.506  0.0679
42 H -0.612 3.914 -7.443  0.1065
43 C -0.623 -6.708 0.366  0.0800
44 C -1.498 -5.994 1.101  -0.2008
45 C -1.584 -4.531 1.065  -0.2986
46 O -2.107 -3.823 1.925  0.1095
47 C -0.853 -3.982 -0.158  0.0555
48 C 0.034 -4.722 -0.953  -0.2192
49 C 0.260 -6.190 -0.725  -0.3034
50 O 1.064 -6.934 -1.258  0.1227
51 O 0.670 -4.198 -2.022  0.0737
52 O -2.323 -6.623 2.054  0.0618
53 H -0.601 -7.742 0.677  0.1330
54 H -1.091 -2.954 -0.390  0.0802
55 H 1.452 -4.719 -2.219  0.1001
56 H -2.759 -6.077 2.711  0.1050
57 C 0.628 0.266 1.040  -1.4173
58 Cl -1.015 0.989 0.573  0.5125
59 Cl 0.803 -1.388 0.489  0.6936
60 Cl 0.825 0.472 2.776  0.6154
61 H 1.332 0.818 0.418  0.0118
62 C 3.618 -2.209 -3.008  -0.0617
63 C 3.122 -1.738 -1.624  -0.3092
64 O 3.857 -2.285 -0.563  -0.1621
65 C 3.574 -3.584 -0.040  -0.2971
66 C 4.798 -3.925 0.713  -0.0764
67 H 3.516 -3.284 -3.159  0.0649
68 H 3.079 -1.677 -3.792  0.0595
69 H 4.639 -1.927 -3.265  0.0767
70 H 3.095 -0.649 -1.661  0.0990
71 H 2.100 -2.115 -1.580  0.0488
72 H 2.700 -3.616 0.611  0.0958
73 H 3.355 -4.311 -0.821  0.1089
74 H 5.668 -4.012 0.062  0.0866
75 H 4.623 -4.835 1.286  0.0820
76 H 4.987 -3.125 1.428  0.0857

Its structure (SMILES) is O=C1C=C(O)C(=O)C=C1O.O=C1C=C(O)C(=O)C=C1O.O=C1C=C(O)C(=O)C=C1O.O=C1C=C(O)C(=O)C=C1O.ClC(Cl)Cl.CCOCC. Its net charge is 0. The value obtained for the HOMO energy is -9.29 eV. The value obtained for the energy above the lowest of the compared OMol25 structures with the same formula, charge and spin is 260.5 kJ/mol.

***

[3]
C29H27ClN4O6PS5V | ωB97M-V with the def2-TZVPD basis set

Last column: Löwdin spin population.
CARTESIAN COORDINATES (ANGSTROEM)
1 V -0.531 0.672 0.823  2.0551
2 Cl -4.230 4.146 5.809  -0.0023
3 C -3.607 3.229 4.472  -0.0016
4 C -4.420 3.026 3.356  0.0231
5 C -3.940 2.275 2.310  -0.0069
6 C -2.644 1.710 2.319  0.0319
7 O -2.273 0.968 1.338  0.0152
8 C -1.819 1.958 3.471  0.0081
9 C -0.562 1.321 3.617  0.0727
10 N 0.002 0.632 2.664  -0.0005
11 C 1.009 -0.268 2.902  0.0298
12 C 1.995 -0.248 3.885  0.0774
13 C 2.886 -1.311 3.977  0.0119
14 C 2.787 -2.410 3.148  0.0724
15 C 1.793 -2.471 2.155  0.0061
16 C 1.604 -3.550 1.264  0.1882
17 C 0.570 -3.481 0.353  0.0225
18 C -0.238 -2.351 0.289  0.1668
19 N -0.059 -1.284 1.073  0.0849
20 C 0.922 -1.364 2.011  0.0105
21 C -2.336 2.718 4.534  0.0186
22 H -5.411 3.456 3.331  0.0017
23 H -4.547 2.102 1.431  -0.0007
24 H -0.119 1.328 4.614  0.0040
25 H 2.083 0.598 4.549  0.0057
26 H 3.666 -1.272 4.723  -0.0011
27 H 3.475 -3.236 3.253  0.0030
28 H 2.255 -4.410 1.310  0.0119
29 H 0.396 -4.296 -0.335  -0.0032
30 H -1.045 -2.293 -0.431  0.0105
31 H -1.724 2.893 5.407  0.0007
32 S 5.654 4.267 1.979  0.0003
33 C 4.261 3.514 1.558  0.0005
34 S 4.210 1.978 0.739  0.0008
35 C 2.464 1.874 0.584  0.0091
36 C 1.749 2.903 1.118  0.0015
37 S 0.046 3.025 0.972  0.0100
38 S 2.687 4.173 1.899  -0.0005
39 S 1.730 0.577 -0.253  0.0038
40 C -3.095 3.503 -1.372  0.0010
41 O -2.213 2.681 -0.638  0.0039
42 P -1.694 1.244 -1.245  0.0300
43 O -3.101 0.603 -1.742  0.0005
44 C -3.840 -0.292 -0.938  0.0026
45 O -1.303 1.725 -2.746  -0.0002
46 C -0.027 2.324 -2.881  -0.0002
47 H -2.985 4.511 -0.970  0.0000
48 H -4.130 3.172 -1.247  0.0000
49 H -2.844 3.492 -2.435  -0.0001
50 H -4.695 0.228 -0.495  0.0001
51 H -3.223 -0.708 -0.137  0.0021
52 H -4.210 -1.100 -1.576  0.0001
53 H 0.057 3.220 -2.258  0.0002
54 H 0.083 2.592 -3.930  0.0000
55 H 0.767 1.626 -2.601  0.0003
56 O 5.371 -3.066 -3.412  0.0000
57 C 4.279 -3.763 -2.898  0.0001
58 N 3.057 -2.999 -2.925  -0.0001
59 C 1.955 -3.458 -3.571  0.0002
60 O 1.946 -4.541 -4.132  0.0004
61 C 0.752 -2.588 -3.555  0.0023
62 C -0.218 -2.857 -4.526  -0.0002
63 C -1.381 -2.117 -4.539  0.0024
64 C -1.553 -1.144 -3.563  0.0000
65 N -0.659 -0.904 -2.614  0.0079
66 C 0.474 -1.585 -2.621  0.0029
67 H 5.505 -2.258 -2.899  0.0000
68 H 4.483 -4.097 -1.868  0.0002
69 H 4.121 -4.634 -3.542  0.0000
70 H 3.033 -2.106 -2.458  -0.0002
71 H -0.031 -3.644 -5.241  -0.0001
72 H -2.143 -2.292 -5.282  0.0002
73 H -2.441 -0.532 -3.529  0.0000
74 H 1.165 -1.330 -1.827  0.0018

As for the multiplicity: 4. Its net charge is -1. Its expectation value of S² is 3.82. The value obtained for the HOMO energy (alpha / beta) is -2.84 / -3.85 eV.

***

- Among the records above, which one has the lowest net charge?
  C29H27ClN4O6PS5V